Entry one
ORCA calculation (ωB97M-V/def2-TZVPD) on 3 unconnected molecules or ions with the total composition C4H10OS2.

Values from the calculation:
Gap between HOMO and LUMO = 3.083 eV
Molar mass = 138.3 g mol⁻¹
Highest occupied orbital energy = -0.271 Ha

Last column: Löwdin charge in e.
Cartesian coordinates (Å):
C  1.018  -0.927  -0.016  -0.249
C  2.256  -1.344  0.381  0.059
O  3.595  0.715  -0.849  -0.305
C  0.951  0.425  -0.663  -0.171
S  -1.304  0.582  1.733  0.312
S  -2.324  -0.323  0.285  0.421
C  -4.043  0.394  0.377  -0.397
H  2.008  0.663  -0.997  0.020
H  0.046  -1.395  0.130  0.014
H  2.395  -2.307  0.858  0.061
H  2.953  -0.514  0.502  0.041
H  4.437  0.877  -1.307  -0.040
H  0.369  0.318  -1.597  0.080
H  0.509  1.266  -0.060  0.046
H  -3.889  1.409  0.730  0.015
H  -4.413  0.422  -0.646  0.031
H  -4.565  -0.262  1.139  0.060

Entry two
ORCA calculation (ωB97M-V/def2-TZVPD) on C4H10OS2 in the gas phase.

Values from the calculation:
Gap between HOMO and LUMO = 9.019 eV
Molar mass = 138.3 g mol⁻¹
Highest occupied orbital energy = -0.310 Ha

Last column: Löwdin charge in e.
Cartesian coordinates (Å):
C  -0.926  2.692  -1.703  -0.508
S  -1.141  0.938  -2.060  0.414
S  -1.061  0.175  -0.121  0.430
C  0.852  0.267  0.251  -0.433
C  1.319  -1.203  0.666  -0.249
C  1.245  -1.505  2.195  -0.274
O  1.922  -2.669  2.754  -0.109
H  -0.698  3.074  -0.698  0.035
H  -2.023  2.733  -1.764  -0.018
H  -0.550  3.491  -2.411  0.060
H  1.025  1.165  1.117  0.142
H  1.257  0.480  -0.662  -0.008
H  0.477  -1.810  0.144  0.088
H  2.219  -1.653  0.249  0.101
H  0.222  -1.454  2.595  0.113
H  1.769  -0.685  2.735  0.110
H  1.219  -3.293  3.111  0.109

The most stable arrangement is entry two, and the next structure is 4.995 eV less stable.

Entry one
ORCA calculation (ωB97M-V/def2-TZVPD) on a molecular structure, C24H42O21PS2Tl.

Values from the calculation:
Gap between HOMO and LUMO = 5.224 eV
Molar mass = 966.1 g mol⁻¹
Highest occupied orbital energy = -0.357 Ha

Last column: Löwdin charge in e.
Cartesian coordinates (Å):
Tl  1.688  2.971  -3.851  0.954
P  -0.190  0.032  -0.943  0.025
O  1.165  0.695  -0.515  -0.255
O  0.252  -0.508  -2.331  -0.188
O  -1.030  1.241  -1.413  -0.281
O  -0.942  -0.904  0.112  -0.281
C  -6.040  -0.463  1.291  -0.016
C  -6.003  0.268  -0.063  -0.313
C  -5.542  -0.596  -1.256  -0.064
O  -6.714  -0.694  -2.080  0.084
C  -7.714  -0.038  -1.507  -0.538
O  -8.822  0.106  -2.051  0.104
O  -7.362  0.473  -0.316  0.069
H  -5.050  -0.885  1.464  0.078
H  -6.749  -1.289  1.231  0.097
H  -6.232  0.168  2.159  0.085
H  -5.534  1.251  -0.020  0.151
H  -5.135  -1.523  -0.853  0.131
H  -4.765  -0.035  -1.775  0.131
C  -2.281  6.132  1.676  -0.022
C  -2.951  4.799  1.834  -0.368
C  -2.113  3.668  2.404  -0.086
O  -2.547  3.758  3.734  0.086
C  -3.707  4.390  3.847  -0.586
O  -4.348  4.578  4.819  0.182
O  -4.060  4.929  2.661  0.104
H  -1.310  6.132  1.180  0.084
H  -2.193  6.701  2.602  0.098
H  -2.848  6.775  1.003  0.085
H  -3.242  4.437  0.848  0.151
H  -1.063  3.899  2.220  0.136
H  -2.338  2.686  1.988  0.136
C  0.565  -1.682  6.689  -0.023
C  1.686  -1.161  5.867  -0.383
C  1.324  0.204  5.259  -0.083
O  2.375  0.993  5.751  0.096
C  3.248  0.347  6.466  -0.551
O  4.203  0.782  7.066  0.145
O  2.807  -0.938  6.653  0.091
H  -0.092  -2.003  5.881  0.094
H  0.067  -0.948  7.323  0.100
H  1.010  -2.554  7.169  0.096
H  1.891  -1.803  5.010  0.152
H  0.363  0.583  5.607  0.132
H  1.257  0.187  4.171  0.135
C  -0.524  -5.628  1.888  -0.015
C  -0.046  -5.642  0.444  -0.319
C  1.412  -5.178  0.127  -0.099
O  2.062  -6.272  -0.492  0.079
C  1.139  -7.273  -0.635  -0.464
O  1.327  -8.420  -1.118  0.093
O  -0.051  -6.946  -0.074  0.079
H  -1.064  -4.712  2.129  0.079
H  0.352  -5.636  2.536  0.081
H  -1.269  -6.387  2.129  0.090
H  -0.715  -5.007  -0.136  0.144
H  1.933  -4.812  1.011  0.125
H  1.291  -4.249  -0.429  0.126
C  -2.868  -0.737  -6.555  -0.015
C  -1.884  -1.859  -6.709  -0.368
C  -2.172  -3.058  -5.886  -0.126
O  -2.016  -4.091  -6.798  0.091
C  -1.871  -3.641  -8.060  -0.508
O  -1.766  -4.353  -9.069  0.121
O  -1.948  -2.318  -8.016  0.104
H  -2.675  -0.203  -5.624  0.090
H  -3.896  -1.093  -6.484  0.090
H  -2.907  -0.122  -7.454  0.091
H  -0.865  -1.526  -6.513  0.156
H  -3.157  -3.006  -5.423  0.136
H  -1.492  -3.111  -5.035  0.140
C  6.019  6.308  0.815  -0.260
S  4.228  5.928  0.635  0.816
O  4.107  5.597  -0.798  -0.588
C  4.339  4.352  1.674  -0.239
H  6.547  5.390  0.558  0.049
H  6.251  6.641  1.826  0.049
H  6.345  7.086  0.125  0.050
H  3.382  3.859  1.845  0.039
H  4.759  4.580  2.654  0.048
H  4.935  3.591  1.171  0.048
C  7.618  -0.129  -3.796  -0.251
S  6.941  0.685  -2.255  0.831
O  5.964  1.700  -2.782  -0.602
C  6.105  -0.887  -1.631  -0.241
H  7.981  0.587  -4.534  0.049
H  6.855  -0.758  -4.254  0.045
H  8.418  -0.797  -3.477  0.043
H  5.342  -1.190  -2.349  0.049
H  5.694  -0.749  -0.631  0.043
H  6.853  -1.676  -1.559  0.046

Entry two
ORCA calculation (ωB97M-V/def2-TZVPD) on a molecular structure, C24H42O21PS2Tl.

Values from the calculation:
Gap between HOMO and LUMO = 5.420 eV
Molar mass = 966.1 g mol⁻¹
Highest occupied orbital energy = -0.325 Ha

Last column: Löwdin charge in e.
Cartesian coordinates (Å):
Tl  -5.800  2.873  3.152  0.973
P  -1.791  1.063  -0.102  -0.030
O  -0.771  0.432  -1.102  -0.388
O  -3.036  1.723  -0.728  -0.176
O  -1.318  2.146  0.904  -0.188
O  -2.532  0.044  0.866  -0.200
C  -1.219  -6.379  5.074  0.005
C  -2.096  -5.682  3.974  -0.361
C  -1.580  -5.695  2.643  -0.151
O  -2.678  -6.108  1.923  0.121
C  -3.518  -6.768  2.699  -0.560
O  -4.450  -7.481  2.380  0.142
O  -3.162  -6.558  3.955  0.093
H  -1.492  -6.236  6.120  0.085
H  -0.167  -6.116  4.964  0.077
H  -1.160  -7.427  4.780  0.092
H  -2.424  -4.666  4.196  0.160
H  -0.758  -6.410  2.686  0.141
H  -1.170  -4.717  2.391  0.156
C  5.485  -4.868  -0.438  -0.008
C  4.330  -5.654  -1.124  -0.307
C  3.497  -4.864  -2.106  -0.108
O  3.541  -5.616  -3.265  0.104
C  4.152  -6.749  -3.127  -0.559
O  4.231  -7.668  -3.957  0.112
O  4.775  -6.753  -1.939  0.082
H  6.042  -4.414  -1.258  0.087
H  6.054  -5.589  0.148  0.085
H  5.054  -4.083  0.184  0.086
H  3.733  -6.156  -0.362  0.146
H  3.960  -3.880  -2.182  0.137
H  2.470  -4.851  -1.740  0.143
C  6.627  2.328  -1.241  -0.001
C  5.552  2.892  -2.208  -0.359
C  4.703  4.061  -1.780  -0.100
O  4.843  4.937  -2.869  0.093
C  5.688  4.414  -3.772  -0.534
O  6.026  4.937  -4.846  0.114
O  6.152  3.253  -3.376  0.113
H  7.226  3.096  -0.752  0.083
H  7.239  1.591  -1.759  0.087
H  6.108  1.892  -0.387  0.080
H  4.835  2.127  -2.507  0.154
H  5.007  4.445  -0.806  0.134
H  3.684  3.681  -1.705  0.137
C  -2.025  2.904  -6.849  -0.012
C  -0.511  2.612  -6.832  -0.290
C  -0.134  1.197  -7.276  -0.099
O  0.817  1.328  -8.345  0.068
C  0.912  2.656  -8.651  -0.548
O  1.580  3.141  -9.545  0.132
O  0.157  3.373  -7.835  0.083
H  -2.507  2.091  -6.307  0.082
H  -2.423  2.870  -7.863  0.091
H  -2.419  3.790  -6.350  0.079
H  0.023  2.700  -5.886  0.152
H  -1.027  0.697  -7.653  0.126
H  0.257  0.589  -6.460  0.134
C  2.485  3.086  5.945  -0.018
C  1.744  1.820  6.378  -0.324
C  1.676  0.649  5.441  -0.113
O  2.378  -0.305  6.153  0.074
C  2.460  0.059  7.467  -0.560
O  2.894  -0.638  8.404  0.110
O  2.265  1.300  7.569  0.143
H  2.165  3.948  6.530  0.083
H  2.307  3.356  4.904  0.086
H  3.563  2.972  6.059  0.092
H  0.762  2.265  6.542  0.146
H  2.164  0.995  4.530  0.140
H  0.669  0.255  5.306  0.142
C  -2.170  8.151  -0.286  -0.271
S  -2.844  8.990  1.203  0.842
O  -3.805  7.971  1.763  -0.591
C  -1.244  8.870  2.150  -0.259
H  -1.671  7.228  0.008  0.053
H  -1.470  8.711  -0.905  0.053
H  -3.012  7.848  -0.909  0.045
H  -0.326  9.065  1.595  0.050
H  -1.134  7.978  2.766  0.055
H  -1.314  9.720  2.829  0.028
C  -10.078  -4.254  0.974  -0.243
S  -9.699  -2.613  0.148  0.818
O  -9.295  -1.475  1.105  -0.602
C  -8.156  -3.114  -0.668  -0.261
H  -11.061  -4.268  1.444  0.045
H  -9.342  -4.365  1.770  0.046
H  -9.849  -5.097  0.322  0.046
H  -7.791  -2.315  -1.313  0.055
H  -8.369  -4.059  -1.168  0.048
H  -7.499  -3.226  0.194  0.052

The most stable arrangement is entry one, and the next structure is 1.462 eV less stable.